Record 1
Here is a structure of composition H20HeO10 in a non-equilibrium geometry from the Open Molecules 2025 dataset. Energies are from ωB97M-V with the def2-TZVPD basis set.

CARTESIAN COORDINATES (ANGSTROEM)
He: 0.20241 0.24638 0.09209
O: 1.14210 0.05066 2.49064
H: 1.68800 0.44357 1.80957
H: 1.21230 -0.89206 2.34034
O: -2.31043 3.32843 -1.50026
H: -2.98240 4.00201 -1.60497
H: -2.66543 2.73630 -0.83724
O: -1.48264 1.13783 3.05756
H: -1.87511 0.40268 3.52847
H: -0.59272 0.84730 2.85790
O: -2.56622 -1.50814 -0.97972
H: -2.56355 -1.14463 -0.09423
H: -3.37959 -1.18662 -1.36868
O: 1.21772 1.33025 -3.44805
H: 0.96633 0.53088 -2.98539
H: 0.46389 1.53435 -4.00152
O: 3.24395 0.19574 0.58155
H: 3.85623 0.91784 0.72266
H: 3.80269 -0.56812 0.43813
O: 2.35082 -2.23864 -1.36336
H: 1.98351 -2.07396 -0.49492
H: 3.27803 -2.01689 -1.27776
O: 1.48359 -2.48825 1.30192
H: 1.87333 -2.87122 2.08783
H: 0.73591 -3.05268 1.10536
O: -3.03520 1.91961 0.79363
H: -3.45912 2.57355 1.34941
H: -2.38865 1.50313 1.36350
O: -0.05943 -0.98755 -2.30217
H: 0.65938 -1.50566 -1.94009
H: -0.79979 -1.16612 -1.72233

Highest occupied orbital energy = -9.9 eV
Energy above the lowest of the compared OMol25 structures with the same formula, charge and spin = 86.8 kJ/mol
Maximum force = 1.1 eV Å⁻¹
2S+1 = 1
Charge = 0
Frontier orbital gap = 9.6 eV

Record 2
Here is a structure of composition H20Mg3O30S5Zn in a non-equilibrium geometry from the Open Molecules 2025 dataset. Energies are from ωB97M-V with the def2-TZVPD basis set.

CARTESIAN COORDINATES (ANGSTROEM)
Mg: -2.51749 3.42328 0.80086
Mg: 0.75473 -0.62267 -4.17535
Mg: 2.82927 1.49343 3.31450
Zn: -1.68534 -3.10487 1.85226
S: 0.70836 -1.84868 5.27837
O: 0.28159 -1.43498 6.58599
O: 1.43786 -0.76452 4.64025
O: 1.50992 -3.04982 5.51379
O: -0.45279 -2.19727 4.45018
S: 0.41358 0.29054 -0.03664
O: -0.16601 -1.01683 0.36486
O: -0.56493 1.31214 0.16797
O: 1.52101 0.70312 0.82569
O: 0.83891 0.21071 -1.42443
S: -0.47103 4.22018 3.43285
O: -1.64005 3.37267 3.45173
O: -0.71476 5.33554 4.37094
O: 0.71478 3.45133 3.68082
O: -0.55379 4.76515 2.12595
S: -6.29647 1.68557 0.05985
O: -6.44560 0.42658 -0.57909
O: -6.72293 2.72913 -0.85311
O: -6.98810 1.80999 1.30167
O: -4.88423 1.85572 0.38175
S: -3.22392 -5.60725 -1.22526
O: -3.13052 -6.64825 -0.20831
O: -2.35736 -5.85188 -2.40065
O: -4.59906 -5.34608 -1.69691
O: -2.76480 -4.35374 -0.64874
O: -0.26905 -2.86410 -2.99426
H: -0.60298 -3.50098 -3.62602
H: -0.74297 -3.05730 -2.18538
O: 3.51215 -1.88962 -4.37487
H: 4.33703 -1.86893 -3.88971
H: 3.70794 -2.40189 -5.15939
O: 4.78312 -0.54016 2.84711
H: 4.60194 -1.32851 2.33534
H: 5.69639 -0.63440 3.11783
O: -2.16277 4.54342 -1.79966
H: -2.48355 5.43309 -1.94742
H: -1.66680 4.33267 -2.59075
O: 4.82252 1.82616 -0.96332
H: 3.95013 1.44038 -1.04305
H: 5.38692 1.09400 -0.71508
O: 4.70895 3.39440 2.16629
H: 5.10113 2.92481 1.43016
H: 5.21077 4.20724 2.22718
O: 2.44681 1.57064 -4.92286
H: 3.34354 1.57027 -5.25768
H: 2.18618 2.49158 -4.93580
O: 3.15539 -3.58484 0.64868
H: 2.30527 -3.17032 0.79594
H: 2.95755 -4.51843 0.57458
O: -1.81485 0.63424 -4.58781
H: -2.13519 1.29111 -5.20598
H: -2.60021 0.32889 -4.13371
O: -3.88712 -1.17589 1.77394
H: -4.80942 -1.43192 1.77994
H: -3.86945 -0.35383 1.28391

Highest occupied orbital energy = -2.5 eV
Maximum force = 7.4 eV Å⁻¹
2S+1 = 1
Charge = -2
Frontier orbital gap = 1.6 eV

Record 3
Here is a cluster of 10 separate species, H20N2O11 in total in a non-equilibrium geometry from the Open Molecules 2025 dataset. Energies are from ωB97M-V with the def2-TZVPD basis set.

CARTESIAN COORDINATES (ANGSTROEM)
N: -0.90458 -2.22591 2.26327
H: -1.53258 -1.57691 2.64327
H: -1.20758 -2.63791 1.34927
H: -1.17558 -3.02591 2.74527
H: 0.05842 -1.99691 2.30527
N: -0.44358 -0.03091 -0.81373
O: 0.58542 0.37209 -0.35073
O: -1.34158 0.87009 -0.94973
O: -0.82458 -1.17391 -0.48673
O: 1.16942 -2.95391 -1.35073
H: 0.75542 -3.43391 -2.17273
H: 0.64142 -2.25791 -1.18173
O: 1.12042 2.80709 -1.58773
H: 0.56442 3.23009 -0.95073
H: 1.16442 2.23709 -1.02673
O: -2.88158 2.80609 -1.86573
H: -2.24658 2.08809 -1.83573
H: -2.77458 3.38209 -1.22173
O: 1.97342 2.13609 1.41227
H: 2.97142 2.09609 1.56527
H: 1.90542 1.61609 0.71627
O: 3.37442 0.41209 -1.08173
H: 4.17142 -0.00791 -1.29473
H: 2.75642 0.16009 -1.80373
O: -2.36258 1.08209 1.54427
H: -1.88058 1.74609 2.05227
H: -2.09758 1.00209 0.57527
O: -3.57558 -1.01191 -0.36173
H: -3.98058 -0.14891 -0.67873
H: -2.63058 -0.82291 -0.60573
O: 2.75142 -1.72291 1.12327
H: 3.24542 -2.18991 0.48127
H: 2.65142 -0.82491 0.84427

Highest occupied orbital energy = -10.1 eV
Energy above the lowest of the compared OMol25 structures with the same formula, charge and spin = 298.1 kJ/mol
Maximum force = 15.8 eV Å⁻¹
2S+1 = 1
Charge = 0
Frontier orbital gap = 9.3 eV

Record 4
Here is a cluster of 11 separate species, H20NO13 in total in a non-equilibrium geometry from the Open Molecules 2025 dataset. Energies are from ωB97M-V with the def2-TZVPD basis set.

CARTESIAN COORDINATES (ANGSTROEM)
N: 0.25521 0.27044 -0.13803
O: 0.89421 -0.71856 -0.60503
O: -0.68979 -0.02856 0.66897
O: 0.31521 1.37344 -0.70503
O: 0.32721 3.99044 0.11297
H: 0.91821 4.31144 0.74797
H: 0.24821 3.06744 -0.04103
O: 2.94021 2.48344 -2.12803
H: 2.18421 1.99844 -1.93403
H: 2.92821 3.26344 -2.73903
O: 3.94621 -1.69856 0.81797
H: 3.17021 -1.19056 0.38197
H: 4.69921 -1.22356 0.58597
O: 1.30321 -3.06456 -2.14103
H: 1.03021 -2.57356 -1.51403
H: 2.02521 -3.46556 -1.51903
O: 1.65821 -0.31156 -3.42003
H: 1.59821 -0.46756 -2.43303
H: 1.00821 0.34344 -3.78803
O: -2.65279 -3.09656 0.54097
H: -1.96579 -2.71756 0.85897
H: -3.41879 -2.70856 0.95297
O: -1.75579 1.11844 -2.21003
H: -2.02579 0.14444 -1.85903
H: -1.23379 1.39744 -1.40203
O: -1.72979 0.35144 3.34497
H: -1.22079 0.53744 4.16097
H: -1.17079 0.67644 2.58797
O: -1.07179 -2.32256 2.07197
H: -1.52979 -2.12756 2.90597
H: -0.68479 -1.75856 1.57697
O: -3.79279 1.23744 2.10497
H: -3.54279 2.18644 1.81597
H: -2.96379 0.72244 2.33797

Highest occupied orbital energy = -7.5 eV
Energy above the lowest of the compared OMol25 structures with the same formula, charge and spin = 511.1 kJ/mol
Maximum force = 10.9 eV Å⁻¹
2S+1 = 1
Charge = -1
Frontier orbital gap = 10.0 eV

Record 5
Here is a cluster of 11 separate species, H20NO13 in total in a non-equilibrium geometry from the Open Molecules 2025 dataset. Energies are from ωB97M-V with the def2-TZVPD basis set.

CARTESIAN COORDINATES (ANGSTROEM)
N: 0.33538 0.09282 -0.41697
O: 0.18738 1.32482 -0.33597
O: -0.51862 -0.54918 -1.07797
O: 0.97838 -0.49118 0.54303
O: -0.81562 -1.28518 -3.75797
H: -0.92262 -0.56218 -4.38297
H: -0.59962 -0.93318 -2.95197
O: -2.48762 1.30082 0.16703
H: -1.53662 1.28782 -0.06497
H: -2.47962 1.89682 0.92903
O: 3.26738 -2.14018 0.10203
H: 2.80038 -1.39318 0.48503
H: 2.97138 -2.18718 -0.79397
O: 0.25538 -3.36318 -0.42897
H: 0.58038 -2.46918 -0.36697
H: -0.24962 -3.49218 -1.22897
O: 0.52138 -1.73018 3.91303
H: 1.17038 -1.72618 3.26603
H: -0.17662 -1.22518 3.54103
O: -2.02162 -2.60918 1.24903
H: -2.17562 -2.10318 2.07103
H: -1.65162 -1.97818 0.66403
O: 2.45038 2.90282 0.84503
H: 2.29138 3.66982 0.27803
H: 2.74638 2.25482 0.20303
O: -0.12362 3.98482 -0.48397
H: -0.07562 2.97782 -0.53997
H: 0.44038 4.32682 -1.18997
O: -3.13362 0.06082 -2.37897
H: -2.74162 -0.58618 -2.92097
H: -2.58362 0.07082 -1.56197
O: 0.95438 1.51982 2.60003
H: 0.97738 0.88082 1.85003
H: 1.36538 2.27182 2.17703

Highest occupied orbital energy = -7.6 eV
Energy above the lowest of the compared OMol25 structures with the same formula, charge and spin = 211.3 kJ/mol
Maximum force = 4.8 eV Å⁻¹
2S+1 = 1
Charge = -1
Frontier orbital gap = 10.1 eV

Record 6
Here is a structure of composition H20NeO10 in a non-equilibrium geometry from the Open Molecules 2025 dataset. Energies are from ωB97M-V with the def2-TZVPD basis set.

CARTESIAN COORDINATES (ANGSTROEM)
Ne: -11.42058 10.66782 15.39877
O: -12.09777 13.15208 13.81288
H: -12.06267 12.19620 13.77678
H: -12.75474 13.39293 13.15972
O: -9.80627 8.95323 12.25013
H: -9.48312 8.39598 12.95813
H: -9.36942 9.79373 12.38782
O: -11.80287 10.78219 18.88877
H: -11.11314 11.22585 18.39513
H: -12.01284 10.00865 18.36552
O: -12.30484 13.54202 16.69716
H: -13.15794 13.39077 17.10408
H: -12.50518 13.71698 15.77765
O: -14.34877 9.66922 13.88897
H: -15.20022 10.07356 13.72235
H: -14.47927 8.74283 13.68645
O: -9.53224 12.94422 14.69983
H: -10.45044 13.08815 14.47087
H: -9.56173 12.53828 15.56619
O: -12.78719 8.34294 18.00575
H: -13.27317 7.76768 18.59663
H: -12.19606 7.75713 17.53285
O: -12.34351 10.76585 12.08262
H: -12.94251 10.30088 12.66677
H: -11.80782 10.07655 11.69002
O: -9.95541 12.16804 17.29873
H: -10.81402 12.52803 17.07639
H: -9.53113 12.85740 17.80962
O: -8.98120 7.93136 14.67853
H: -9.64983 7.64702 15.30169
H: -8.27561 8.27753 15.22492

Highest occupied orbital energy = -10.1 eV
Energy above the lowest of the compared OMol25 structures with the same formula, charge and spin = 36.3 kJ/mol
Maximum force = 1.2 eV Å⁻¹
2S+1 = 1
Charge = 0
Frontier orbital gap = 10.0 eV

Record 7
Here is a cluster of 10 separate species, H20O10 in total in a non-equilibrium geometry from the Open Molecules 2025 dataset. Energies are from ωB97M-V with the def2-TZVPD basis set.

CARTESIAN COORDINATES (ANGSTROEM)
O: -0.12414 -0.49276 0.00254
H: -0.28116 -0.43962 0.97083
H: -0.95176 -0.20510 -0.25772
O: -4.25989 1.67942 0.61571
H: -5.10309 1.34522 0.27825
H: -3.79405 0.78156 0.57692
O: -3.01081 -1.52309 2.95110
H: -2.34082 -1.87000 2.23752
H: -2.71367 -2.11697 3.67173
O: 3.35843 3.10797 -0.72150
H: 2.36050 2.84622 -0.90598
H: 3.25207 4.05862 -0.57316
O: 1.98619 2.83183 2.53547
H: 1.40163 2.58132 1.87440
H: 2.75745 2.29037 2.32959
O: -1.53524 1.33582 -2.71249
H: -1.54558 0.41702 -3.00458
H: -0.73999 1.33472 -2.30560
O: 3.49610 -3.06781 1.47976
H: 3.02485 -2.64158 0.65720
H: 4.17170 -3.53665 0.95706
O: 3.19497 -0.00758 -0.17014
H: 3.33332 0.61913 -0.96139
H: 3.32675 0.64613 0.54636
O: -4.34974 -0.71427 -0.85293
H: -5.05663 -0.13965 -0.76968
H: -4.18306 -1.08782 -1.74874
O: 1.76456 -2.84177 -2.22783
H: 0.99130 -3.27410 -2.54195
H: 1.56981 -1.91660 -1.93076

Highest occupied orbital energy = -11.0 eV
Energy above the lowest of the compared OMol25 structures with the same formula, charge and spin = 478.8 kJ/mol
Maximum force = 4.8 eV Å⁻¹
2S+1 = 1
SMILES = O.O.O.O.O.O.O.O.O.O
Charge = 0
Frontier orbital gap = 10.6 eV

Record 8
Here is a cluster of 10 separate species, H20O10 in total from the Open Molecules 2025 dataset. Energies are from ωB97M-V with the def2-TZVPD basis set.

CARTESIAN COORDINATES (ANGSTROEM)
O: -0.78437 -3.31618 -0.97553
H: -0.52814 -3.75446 -1.78700
H: -0.08514 -2.68282 -0.81374
O: -1.57129 3.43425 1.09676
H: -1.48036 4.05875 0.37707
H: -1.70392 2.58966 0.66631
O: -2.01027 1.39290 -0.96165
H: -2.31395 2.26783 -1.20352
H: -2.11676 0.87313 -1.75835
O: 2.75433 -2.13125 0.92481
H: 2.19566 -2.15655 0.14797
H: 2.67454 -1.23406 1.24869
O: -0.28476 -0.57654 0.18176
H: 0.36987 -0.00914 -0.22537
H: -1.09618 -0.06995 0.14730
O: 1.96877 -0.26688 -2.35936
H: 1.95809 -1.21165 -2.51272
H: 2.32920 0.10301 -3.16528
O: -4.61039 -0.09132 0.07980
H: -3.65923 -0.19046 0.12082
H: -4.76644 0.82430 0.31116
O: -0.12834 -2.13575 2.59476
H: -0.42663 -1.70978 1.79115
H: -0.21121 -1.46127 3.26889
O: 2.94881 0.52708 2.03157
H: 2.14617 0.89297 1.65992
H: 3.64379 1.10639 1.71910
O: 1.31921 1.59302 -0.59741
H: 1.99130 2.27377 -0.63070
H: 1.47767 1.06099 -1.37720

Highest occupied orbital energy = -10.1 eV
Energy above the lowest of the compared OMol25 structures with the same formula, charge and spin = 310.1 kJ/mol
Maximum force = 0.8 eV Å⁻¹
2S+1 = 1
SMILES = O.O.O.O.O.O.O.O.O.O
Charge = 0
Frontier orbital gap = 9.6 eV